Below is one molecule with the formula C5H8O2, with properties calculated with the ωB97M-V functional and the def2-TZVPD basis.

Summary:
HOMO level: -0.3588 hartree
Electronic energy: -9408.78049 eV
ΔE to the lowest compared entry with this formula, charge and spin: 101.47 kJ/mol
SMILES: C[C@@]1(O)CCC1=O

Element x y z (Å)
O1 1.871 0.460 0.129
O2 0.871 -1.538 -1.682
C1 -0.979 -1.367 -0.018
C2 0.491 0.310 -0.058
C3 0.161 -0.931 -0.919
C4 -0.093 1.692 -0.331
C5 -0.340 -0.435 1.042
H1 0.334 2.155 -1.224
H2 -1.029 -2.437 0.200
H3 2.303 -0.269 -0.339
H4 -1.032 0.197 1.603
H5 -1.186 1.695 -0.400
H6 0.324 -0.967 1.725
H7 -1.952 -1.019 -0.377
H8 0.186 2.309 0.532